The following is a quantum chemistry calculation of a single C2H4BFO molecule in a non-equilibrium geometry, from the OMol25 dataset.

Output
Gap between HOMO and LUMO = 11.541 eV
SMILES string = BCC(=O)F
E_HOMO = -11.44 eV

Last column: Löwdin charge in e.
Element x y z (Å)
F (2.335, 0.142, 1.406)  0.0904
O (1.064, 1.372, 2.593)  0.1619
C (1.145, 0.702, 1.621)  -0.5228
C (0.366, 0.547, 0.364)  -0.1033
B (-0.675, -0.607, 0.125)  0.0430
H (-0.647, -1.686, 0.538)  0.0283
H (0.077, 1.704, 0.010)  0.1946
H (-1.483, -0.418, -0.662)  0.0149
H (0.929, -0.025, -0.341)  0.0930

The following is a quantum chemistry calculation of C2H4Br2N2O2 as an isolated structure in a non-equilibrium geometry, from the OMol25 dataset.

Output
Gap between HOMO and LUMO (spin up / spin down) = 9.281 / 6.927 eV
E_HOMO (spin up / spin down) = -9.78 / -8.30 eV

Last column: Löwdin charge in e.
Element x y z (Å)
Br (1.864, -2.287, 0.184)  0.6059
Br (3.950, 0.107, -0.387)  0.7108
O (-1.518, 0.993, -0.337)  -0.1173
O (0.825, 2.031, 0.795)  0.0411
N (-0.415, 0.281, 0.056)  -0.0297
N (0.579, 0.897, 0.418)  -0.1670
C (2.636, -0.613, 0.614)  -1.1933
C (-2.463, -0.077, -0.678)  -0.0442
H (-2.805, 0.099, -1.637)  0.0473
H (-3.307, 0.043, -0.052)  0.0640
H (2.562, -0.370, 1.625)  -0.0400
H (-1.910, -1.105, -0.601)  0.1225

The energy above the lowest of the compared OMol25 structures with the same formula, charge and spin results, record by record, are as follows: 100.59, 198.10 kJ/mol.
The electronic energy results, record by record, are as follows: -7578.6912, -149291.6264 eV.